A structure of composition C8H6O6Pt at a distorted geometry, computed with ωB97M-V with the def2-TZVPD basis set.

XYZ file:
```
21
Properties=species:S:1:pos:R:3:forces:R:3
O -0.00453 4.56680 -1.09822 0.0 -0.3 -0.4
C 0.00484 3.91534 -2.01741 0.0 0.2 0.4
Pt -0.00006 -1.06483 -2.46535 0.0 0.2 0.8
O 0.00035 0.19448 -5.28779 0.0 -0.8 4.0
C 0.00184 -0.13882 -4.18577 0.0 0.9 -5.1
C -0.00176 -2.91842 -1.60686 0.0 -3.5 0.1
O 0.00473 -4.03954 -1.36713 0.0 3.5 -0.4
C -1.78714 -0.32442 -1.98401 -5.5 1.1 0.7
O -2.87175 0.04597 -1.79883 4.4 -1.3 -0.6
C 1.78765 -0.32896 -1.97930 5.4 1.1 0.7
O 2.87304 0.04080 -1.79923 -4.4 -1.3 -0.6
C 1.07259 -0.68902 2.71739 0.6 -0.4 0.9
C 0.00381 0.01947 1.90200 0.0 0.0 0.4
C -1.07857 0.68953 2.73330 -0.5 0.4 0.8
O 0.00946 0.05076 0.70372 0.0 0.0 0.6
H 0.89439 -0.55894 3.79862 -0.1 0.0 -0.7
H 2.04537 -0.26991 2.46404 0.1 0.1 -0.2
H 1.06837 -1.75534 2.48417 -0.1 0.0 -0.2
H -1.07881 1.75437 2.50637 0.0 0.1 -0.2
H -2.04567 0.26553 2.46955 -0.1 -0.1 -0.2
H -0.89816 0.54515 3.81073 0.1 0.0 -0.7
```
Forces are in eV/Å.

Properties
2S+1: 3
DFT total energy (eV): -23903.946
ΔE to the lowest compared entry with this formula, charge and spin (eV): 0.000
HOMO (alpha / beta) (eV): -16.59 / -18.23
Charge: +2
LUMO level (alpha / beta) (eV): -8.6 / -12.7
Expectation value of S²: 2.0102



An isolated molecule of C8H7F3N2O at a distorted geometry, computed with ωB97M-V with the def2-TZVPD basis set.

XYZ file:
```
21
Properties=species:S:1:pos:R:3:forces:R:3
O -1.56008 0.21009 -1.75050 -1.9 -0.2 -2.1
C -1.03274 0.39585 -0.51062 1.1 0.1 -0.2
C -2.14247 -0.21795 0.40475 -0.1 -0.2 0.1
F -1.78469 -0.55607 1.64710 0.6 1.0 0.4
F -3.22339 0.60313 0.49796 0.5 -0.4 -0.1
F -2.51543 -1.36861 -0.11455 -0.7 -0.7 -0.8
C -0.74321 1.86059 -0.10006 -1.6 -0.2 -0.5
N 0.38176 1.69649 0.73337 0.8 5.5 3.3
C 1.07344 0.61164 0.55298 -0.4 -5.8 -2.2
N 2.15589 0.14752 1.10976 1.5 2.1 1.4
C 2.66705 -1.03451 0.79329 -3.3 -0.7 -2.1
C 1.98216 -1.88755 -0.10115 0.7 0.8 0.8
C 0.72156 -1.52983 -0.61709 2.0 1.2 0.8
C 0.29386 -0.27604 -0.30856 0.0 1.1 1.3
H -1.07932 0.40065 -2.57061 0.5 0.2 1.1
H -0.48302 2.55509 -0.91488 -0.5 -0.5 -0.3
H -1.69102 2.18907 0.38202 1.0 0.4 0.0
H 0.79226 2.56036 1.18522 -0.5 -1.8 -0.7
H 3.49962 -1.38463 1.31827 1.4 -0.2 0.6
H 2.44778 -2.81149 -0.34603 0.1 -0.7 -0.2
H 0.23996 -2.16381 -1.29065 -1.1 -1.0 -0.8
```
Forces are in eV/Å.

Properties
DFT total energy (eV): -21589.223
ΔE to the lowest compared entry with this formula, charge and spin (eV): 1.058
HOMO (eV): -8.15
Charge: 0
LUMO level (eV): 0.6



A structure of composition C8H7F3N2O2PtS, computed with ωB97M-V with the def2-TZVPD basis set.

XYZ file:
```
24
Properties=species:S:1:pos:R:3:forces:R:3
Pt 1.21556 0.44413 -0.10509 0.0 0.2 0.1
N 3.24983 0.65505 -0.03420 0.1 0.0 -0.1
C 3.54163 2.03114 0.44285 0.0 0.2 -0.1
C 2.48328 2.99502 -0.11241 0.0 -0.1 0.1
O 2.77934 4.12672 -0.41580 0.0 0.0 0.1
O 1.29064 2.47087 -0.16103 0.0 0.2 -0.1
H 3.72823 -0.04188 0.52452 0.0 0.0 0.0
H 3.56269 0.54945 -0.99564 0.2 0.0 0.0
H 4.53657 2.36901 0.16212 0.0 -0.1 0.0
H 3.44567 2.03498 1.52791 0.0 0.0 0.0
F -1.63257 -3.84981 1.05537 0.0 0.0 0.1
C -2.19066 -3.31410 -0.04053 0.0 0.0 0.1
F -3.47121 -3.71910 -0.07032 -0.1 0.0 0.0
F -1.57888 -3.85595 -1.10209 0.0 0.0 -0.1
C -2.09077 -1.81566 -0.04717 0.0 0.1 0.0
C -3.21931 -1.02113 0.00160 0.0 0.1 0.0
C -3.10473 0.36727 -0.03031 -0.1 -0.1 0.0
C -1.84869 0.92505 -0.11739 0.1 0.2 -0.1
N -0.76128 0.15646 -0.15372 -0.3 -0.3 0.1
C -0.84129 -1.18983 -0.10921 -0.4 -0.1 0.0
S 0.75872 -1.82815 -0.11791 0.2 -0.2 0.0
H -4.19391 -1.48497 0.06356 0.0 0.0 0.0
H -3.97664 1.00248 0.00383 0.0 0.0 0.0
H -1.68222 1.99297 -0.16892 0.0 0.0 0.0
```
Forces are in eV/Å.

Properties
DFT total energy (eV): -37721.304
ΔE to the lowest compared entry with this formula, charge and spin (eV): 0.000
HOMO (eV): -8.34
Charge: 0
LUMO level (eV): -0.1



An isolated molecule of C8H7FN4O at a distorted geometry, computed with ωB97M-V with the def2-TZVPD basis set.

XYZ file:
```
21
Properties=species:S:1:pos:R:3:forces:R:3
C -1.10621 1.88566 -0.74478 -0.5 0.9 2.1
C -0.35481 -0.79686 -0.11069 2.1 0.0 -2.2
C 0.88346 -0.30723 0.37285 -1.6 -1.2 0.0
C -0.28988 -0.37461 -1.49540 -1.1 -0.3 2.5
C -1.86807 0.73966 -2.75889 0.8 -0.8 0.9
C -1.74790 1.90788 -1.95551 -1.6 2.4 -0.4
C -1.32037 -1.48151 0.53673 -0.4 -0.3 -0.1
C 1.43805 -0.43941 1.71075 0.8 0.1 1.0
N -0.87227 1.92519 0.39561 0.3 0.5 -0.4
N 0.68763 0.43664 -1.69761 0.7 0.3 -3.0
N -2.51540 0.83377 -3.79815 -2.1 -0.2 -3.8
N 1.42559 0.37218 -0.63980 2.1 0.8 2.2
O -1.34669 -0.45582 -2.30189 -0.7 0.0 -1.3
F -2.40370 -1.99032 -0.03511 -0.5 0.0 -0.7
H -2.41501 2.85333 -2.19188 1.7 -2.3 0.3
H -1.24209 -1.73295 1.52941 0.1 -0.5 2.2
H 0.63815 -0.25835 2.40307 -0.6 0.5 0.5
H 1.68386 -1.50755 2.00154 0.6 1.3 -0.6
H 2.18852 0.39426 1.88767 -0.4 -1.5 0.1
H -2.67697 0.04946 -4.47873 0.6 0.7 1.5
H 2.21731 0.98816 -0.47845 -0.3 -0.1 -0.6
```
Forces are in eV/Å.

Properties
DFT total energy (eV): -19129.636
ΔE to the lowest compared entry with this formula, charge and spin (eV): 0.852
HOMO (alpha / beta) (eV): -9.16 / -6.69
Charge: 0
LUMO level (alpha / beta) (eV): 0.1 / -1.7



An isolated molecule of C8H7N at a distorted geometry, computed with ωB97M-V with the def2-TZVPD basis set.

XYZ file:
```
16
Properties=species:S:1:pos:R:3:forces:R:3
N 2.43032 0.05833 0.03353 0.0 -0.6 -1.9
C 1.08049 -0.05056 -0.17819 -0.6 -0.4 1.8
C 0.37548 -1.20119 -0.25708 1.6 0.3 -0.9
C -1.06966 -1.07451 -0.17679 -0.5 0.7 -2.6
C -1.29694 -0.47061 1.09469 -0.9 1.6 4.0
C -0.63327 0.70520 1.23780 -1.6 0.0 2.7
C 0.13658 1.17586 0.12097 0.3 -3.1 -1.5
C -0.78495 1.07883 -1.03857 0.4 1.2 -2.7
C -1.35608 -0.10116 -1.36069 2.1 1.8 5.4
H 2.85396 -0.85990 -0.07363 0.5 0.7 0.7
H 2.67641 0.69102 0.75467 0.6 0.1 0.6
H 0.72252 -2.13965 -0.58222 1.1 -1.0 0.0
H -1.74828 -0.85322 2.08714 0.4 0.2 -2.2
H -0.70197 1.25640 2.17776 0.1 -0.2 -0.2
H -0.66272 1.91941 -1.75131 -0.8 -0.5 0.3
H -2.02190 -0.13426 -2.08807 -2.8 -0.8 -3.4
```
Forces are in eV/Å.

Properties
DFT total energy (eV): -9891.355
ΔE to the lowest compared entry with this formula, charge and spin (eV): 7.451
HOMO (alpha / beta) (eV): -7.33 / -7.33
Charge: 0
LUMO level (alpha / beta) (eV): -0.8 / -0.1



The ion C8H7N2 with charge +1 at a distorted geometry, computed with ωB97M-V with the def2-TZVPD basis set.

XYZ file:
```
17
Properties=species:S:1:pos:R:3:forces:R:3
C 2.78725 0.48168 -0.15967 1.0 0.4 3.1
C 1.38091 0.42066 0.14004 -1.8 -0.2 -1.2
C 0.45507 1.40068 0.19399 2.5 1.5 0.5
N -0.78750 0.97126 0.21205 -0.5 -5.6 0.2
C -2.02955 1.33498 0.19151 -3.6 -1.3 -0.3
C -2.99545 0.51369 0.04372 2.7 2.7 0.5
C -3.05552 -0.82073 -0.12419 3.7 0.8 1.3
C -1.75364 -1.40908 0.07569 -0.8 4.0 -0.5
C -0.64745 -0.57488 0.15977 -0.4 2.7 0.3
N 0.68675 -0.75333 0.12051 -2.4 2.6 0.8
H 3.08617 -0.01845 -1.01336 0.3 -0.4 -2.3
H 3.19102 1.47018 0.01712 0.0 0.2 -0.7
H 3.27816 -0.10139 0.60843 0.4 -0.3 0.5
H 0.73353 2.37717 0.38296 0.1 2.0 -0.1
H -3.81185 -1.35944 -0.47501 -3.2 -2.3 -1.1
H -1.55630 -2.34194 -0.27354 0.2 -3.0 -0.4
H 1.03840 -1.59106 -0.10002 1.9 -3.8 -0.7
```
Forces are in eV/Å.

Properties
DFT total energy (eV): -11377.994
ΔE to the lowest compared entry with this formula, charge and spin (eV): 3.045
HOMO (alpha / beta) (eV): -13.33 / -13.33
Charge: +1
LUMO level (alpha / beta) (eV): -5.3 / -5.3